The following is a DFT calculation (wB97M-V/def2-TZVPD) of an isolated molecule of C4H10N2O.

Structure (XYZ):
```
17
Properties=species:S:1:pos:R:3:forces:R:3
O 0.942 -0.948 0.141 0.7 -0.1 -0.4
N 1.155 0.090 -0.829 -0.4 0.0 -0.2
N -1.779 0.725 -0.086 0.0 0.8 0.0
C -1.854 -0.581 -0.706 -0.2 -0.3 -0.1
C 0.028 -0.570 1.141 -0.4 0.3 0.0
C -1.425 -0.436 0.703 0.3 -0.2 0.3
C 2.247 0.960 -0.432 0.0 -0.3 0.3
H 3.159 0.421 -0.156 0.0 0.0 0.0
H -2.678 1.135 0.149 0.0 -0.3 0.0
H 1.922 1.559 0.416 0.1 0.1 0.0
H -1.102 -0.760 -1.459 0.1 0.0 -0.1
H 0.112 -1.373 1.881 0.0 0.1 -0.1
H 1.415 -0.424 -1.667 0.0 -0.1 0.3
H 0.339 0.374 1.606 0.0 -0.1 0.1
H 2.458 1.624 -1.267 0.0 0.1 0.0
H -2.120 -0.767 1.476 0.0 0.1 -0.2
H -2.821 -1.028 -0.910 0.0 0.0 0.1
```
Forces are in eV/Å.

## Properties
- SMILES string: CNOC[C@@H]1CN1
- HOMO level: -8.64 eV
- LUMO energy: 1.117 eV
- M: 102.1 g mol⁻¹
- Gap between HOMO and LUMO: 9.759 eV
- Total energy: -9334.6100 eV

=====

The following is a DFT calculation (wB97M-V/def2-TZVPD) of C4H10N2O as an isolated structure in a non-equilibrium geometry.

Structure (XYZ):
```
17
Properties=species:S:1:pos:R:3:forces:R:3
O 1.258 -1.550 0.266 0.2 -0.2 -0.3
N 1.220 0.466 -1.496 2.0 -1.0 1.5
N 1.902 0.450 1.216 0.3 0.0 -0.1
C 1.122 -0.191 0.262 -0.4 1.4 -3.2
C -1.303 -0.422 0.049 1.0 1.2 -0.5
C -2.689 0.117 -0.087 -0.2 0.1 -0.2
C -0.197 0.371 0.003 -2.9 -1.5 3.5
H 2.875 0.175 1.235 0.0 0.0 -0.2
H 1.791 1.452 1.249 -0.1 -0.1 0.0
H 1.473 -1.861 1.154 0.0 0.2 0.0
H -3.099 -0.077 -1.085 -0.1 0.0 0.1
H -0.284 1.440 0.148 0.0 0.0 -0.4
H 0.982 -0.346 -2.059 0.0 -0.1 0.0
H -3.363 -0.345 0.639 0.0 0.0 0.0
H -1.191 -1.499 0.064 0.1 0.0 0.0
H -2.716 1.197 0.071 0.0 0.0 0.0
H 2.219 0.623 -1.628 0.2 0.0 -0.3
```
Forces are in eV/Å.

## Properties
- HOMO level: -7.85 eV
- LUMO energy: 0.711 eV
- M: 102.1 g mol⁻¹
- Gap between HOMO and LUMO: 8.556 eV
- Total energy: -9335.4184 eV

=====

The following is a DFT calculation (wB97M-V/def2-TZVPD) of an isolated molecule of C4H10N2O in a non-equilibrium geometry.

Structure (XYZ):
```
17
Properties=species:S:1:pos:R:3:forces:R:3
O 0.416 -0.720 -2.093 -2.5 1.5 -3.5
N -1.814 0.080 1.277 5.2 -2.2 4.2
N 1.970 -1.908 -1.096 1.0 -1.6 -1.1
C -0.569 1.910 0.199 1.8 -1.8 -3.7
C 0.903 -0.976 -1.070 2.8 -2.4 2.7
C 0.435 -0.504 0.317 -2.0 -1.8 -1.2
C -0.835 0.354 0.227 -1.4 2.6 -0.9
H -1.464 0.440 2.284 -1.0 -1.0 -3.1
H 2.210 -2.551 -1.927 -1.2 2.2 1.4
H -1.438 0.197 -0.736 1.3 -0.5 1.1
H 0.062 -1.441 0.813 0.7 0.7 -0.2
H 0.039 2.121 -0.757 -1.1 -0.2 0.8
H 2.632 -2.149 -0.377 -0.5 0.5 0.7
H 1.286 -0.126 0.814 0.7 0.8 1.0
H 0.170 2.166 0.873 1.1 0.7 2.3
H -2.596 0.537 1.068 -4.0 2.3 -0.8
H -1.408 2.569 0.184 -0.7 0.1 0.3
```
Forces are in eV/Å.

## Properties
- SMILES string: C[C@H](N)CC(N)=O
- HOMO level: -9.14 eV
- LUMO energy: 0.920 eV
- M: 102.1 g mol⁻¹
- Gap between HOMO and LUMO: 10.061 eV
- Total energy: -9337.0369 eV

=====

The following is a DFT calculation (wB97M-V/def2-TZVPD) of C4H10N2O as an isolated structure in a non-equilibrium geometry.

Structure (XYZ):
```
17
Properties=species:S:1:pos:R:3:forces:R:3
O -2.741 -0.844 0.686 0.6 0.0 0.4
N -2.822 0.872 -0.817 0.3 0.4 -0.3
N 2.995 0.021 -1.143 0.9 0.5 1.4
C -3.312 -0.142 -0.190 -0.3 0.0 0.1
C 1.208 -0.024 0.528 -3.6 -0.2 3.7
C 1.730 -0.268 1.691 1.8 -0.2 -0.5
C -0.172 0.230 0.098 0.8 -0.3 -2.0
H -0.883 0.255 0.970 0.0 -0.2 0.2
H -4.362 -0.463 -0.379 0.1 0.0 -0.2
H -3.454 1.263 -1.506 -0.2 -0.1 0.1
H 1.133 -0.393 2.585 -0.4 0.2 -0.1
H 2.960 -0.011 -2.163 -1.2 -0.3 0.5
H -0.269 1.153 -0.457 -0.2 0.1 0.0
H 2.799 -0.397 1.835 0.0 0.0 0.0
H 3.634 -0.694 -0.795 -0.5 0.0 0.0
H 2.084 0.037 -0.435 2.1 0.1 -3.2
H -0.528 -0.596 -0.509 -0.1 0.1 -0.2
```
Forces are in eV/Å.

## Properties
- HOMO level: -7.85 eV
- LUMO energy: -3.758 eV
- M: 102.1 g mol⁻¹
- Gap between HOMO and LUMO: 4.097 eV
- Total energy: -9330.5093 eV

=====

The following is a DFT calculation (wB97M-V/def2-TZVPD) of an isolated ion of composition C4H10N2O and charge +1 in a non-equilibrium geometry.

Structure (XYZ):
```
17
Properties=species:S:1:pos:R:3:forces:R:3
O 0.220 -0.175 2.007 0.6 0.5 0.4
N -0.903 -0.574 0.092 0.7 0.6 0.6
N 2.644 0.049 0.453 -1.9 -1.4 0.0
C 0.176 -0.141 0.819 -2.1 -1.0 -1.0
C -2.094 0.805 -1.588 1.1 -0.8 0.9
C -1.316 -0.507 -1.321 -0.6 1.0 0.1
C 1.370 0.356 -0.089 1.7 1.2 -1.5
H 1.162 0.029 -1.124 0.6 -0.8 0.7
H -1.720 -0.540 0.697 0.1 -0.4 0.1
H -2.694 0.950 -0.703 -0.6 0.4 0.1
H 1.304 1.431 -0.256 -0.5 0.4 1.0
H -1.360 1.622 -1.627 -0.6 0.0 -0.5
H 2.851 -0.945 0.362 0.6 0.1 -0.3
H -0.498 -0.555 -2.040 0.0 -0.7 0.3
H -2.041 -1.324 -1.370 0.5 -0.2 -0.6
H -2.729 0.649 -2.449 0.1 0.5 -0.3
H 2.742 0.299 1.436 0.4 0.5 -0.2
```
Forces are in eV/Å.

## Properties
- Spin multiplicity: 2
- HOMO level (alpha / beta): -14.95 / -14.79 eV
- LUMO energy (alpha / beta): -3.266 / -8.941 eV
- <S²>: 0.76
- M: 102.1 g mol⁻¹
- Gap between HOMO and LUMO (alpha / beta): 11.687 / 5.852 eV
- Total energy: -9328.6850 eV
- Net charge: +1

=====

The following is a DFT calculation (wB97M-V/def2-TZVPD) of an isolated molecule of C4H10N2O2 in a non-equilibrium geometry.

Structure (XYZ):
```
18
Properties=species:S:1:pos:R:3:forces:R:3
O 0.304 1.243 -2.013 -0.2 -0.6 1.2
O -1.577 1.193 -0.040 0.0 -0.7 0.1
N -2.630 0.782 0.891 0.6 0.6 -0.7
N 1.289 -0.656 -1.373 0.0 0.5 0.2
C -0.421 0.366 0.147 0.0 0.3 0.0
C 1.366 -1.907 -0.659 -0.3 0.0 -0.1
C 0.394 0.361 -1.156 0.0 0.8 -1.6
C 0.431 0.938 1.275 0.1 0.1 0.3
H -2.827 1.670 1.357 -0.1 -0.3 0.0
H -0.737 -0.660 0.368 -0.1 0.1 0.1
H -0.121 0.933 2.221 0.0 -0.2 -0.2
H 2.247 -2.451 -1.007 -0.2 0.0 0.2
H 0.694 1.982 1.069 -0.1 -0.2 -0.2
H 1.360 0.379 1.415 -0.1 0.0 0.0
H -3.408 0.639 0.243 0.1 0.0 0.3
H 1.445 -1.728 0.415 0.1 -0.2 -0.1
H 1.729 -0.596 -2.284 -0.2 0.1 0.3
H 0.464 -2.488 -0.868 0.1 -0.3 0.2
```
Forces are in eV/Å.

## Properties
- SMILES string: CNC(=O)[C@@H](C)ON
- HOMO level: -9.44 eV
- LUMO energy: 0.872 eV
- M: 118.1 g mol⁻¹
- Gap between HOMO and LUMO: 10.309 eV
- Total energy: -11383.7498 eV

=====

The following is a DFT calculation (wB97M-V/def2-TZVPD) of a 2-piece molecular cluster, C4H10N2O2 overall in a non-equilibrium geometry.

Structure (XYZ):
```
18
Properties=species:S:1:pos:R:3:forces:R:3
O -2.430 0.950 0.386 -1.0 1.0 0.7
O 0.153 1.928 0.253 0.6 -0.9 -0.2
N 1.985 0.804 1.058 -1.8 -1.2 -0.5
N -1.725 -0.038 -0.271 2.3 -2.6 1.3
C -0.924 -0.685 0.554 -3.4 -0.2 -1.0
C 1.125 0.915 0.111 1.4 3.7 0.5
C 1.457 0.556 -1.302 -0.4 -0.8 -0.2
C -0.421 -2.045 0.167 1.0 0.7 -0.3
H 1.754 -0.495 -1.346 0.0 0.2 -0.1
H 2.289 1.172 -1.651 -0.1 0.0 0.2
H -0.980 -0.478 1.636 0.3 0.4 -0.5
H -1.066 -2.815 0.595 0.0 0.1 0.0
H 0.584 -2.171 0.578 0.0 -0.2 0.0
H -3.217 0.520 0.775 0.5 0.2 -0.3
H 1.584 1.260 1.885 0.3 0.1 -0.1
H -0.394 2.054 -0.544 0.3 -0.4 0.4
H 0.604 0.717 -1.965 0.1 -0.1 0.1
H -0.375 -2.148 -0.919 -0.1 -0.1 0.1
```
Forces are in eV/Å.

## Properties
- SMILES string: [H]/N=C(/C)O.C/C=N/O
- HOMO level: -9.85 eV
- LUMO energy: 0.641 eV
- M: 118.1 g mol⁻¹
- Gap between HOMO and LUMO: 10.487 eV
- Total energy: -11382.4523 eV

=====

The following is a DFT calculation (wB97M-V/def2-TZVPD) of a 2-piece molecular cluster, C4H10N2O2 overall in a non-equilibrium geometry.

Structure (XYZ):
```
18
Properties=species:S:1:pos:R:3:forces:R:3
O 1.395 2.492 6.875 -1.3 0.6 -2.8
O 0.065 -2.219 -3.561 -1.1 -0.6 -2.3
N -0.931 -1.203 -5.301 -0.3 -0.5 -0.7
N -0.142 3.349 5.366 -0.9 1.3 1.1
C 1.498 1.924 4.515 1.1 -1.0 -0.2
C 0.936 2.621 5.712 1.1 -0.5 1.4
C -0.943 -3.666 -5.168 -0.6 -0.9 -1.5
C -0.552 -2.356 -4.650 1.6 2.5 3.8
H 1.293 2.378 3.531 -0.1 0.0 0.6
H 2.591 1.867 4.656 -0.5 -0.2 -0.2
H 1.089 0.899 4.522 0.3 0.3 -0.1
H -1.302 -3.496 -6.197 0.0 -0.5 0.2
H -1.490 -1.229 -6.158 0.5 0.1 0.7
H -0.491 3.960 6.109 -0.2 -0.4 -0.6
H -0.689 -0.305 -4.875 -0.2 -0.8 -0.3
H -0.101 -4.378 -5.202 -0.3 0.5 0.2
H -0.466 3.476 4.404 0.5 -0.1 0.9
H -1.760 -4.115 -4.580 0.4 0.3 -0.1
```
Forces are in eV/Å.

## Properties
- SMILES string: CC(N)=O.CC(N)=O
- HOMO level: -9.74 eV
- LUMO energy: 0.811 eV
- M: 118.1 g mol⁻¹
- Gap between HOMO and LUMO: 10.547 eV
- Total energy: -11386.0327 eV

=====

The following is a DFT calculation (wB97M-V/def2-TZVPD) of a 2-piece molecular cluster, C4H10N2O2 overall in a non-equilibrium geometry.

Structure (XYZ):
```
18
Properties=species:S:1:pos:R:3:forces:R:3
O -0.165 2.258 0.208 -0.8 -0.9 0.7
O -0.118 0.821 1.923 0.5 0.1 -0.3
N 0.307 -0.899 -0.905 0.4 2.1 -0.4
N -0.464 -2.033 -0.653 -1.0 -1.6 0.2
C -0.747 1.449 0.914 0.8 0.9 -0.8
C 2.568 -0.070 -1.016 0.1 0.1 0.1
C 1.642 -0.939 -0.601 0.5 -0.4 0.0
C -2.183 1.058 0.792 -0.2 -0.5 -0.1
H 2.310 0.775 -1.646 0.0 -0.1 0.0
H 0.095 -0.332 -1.733 -0.3 -0.7 0.6
H -2.815 1.847 1.204 0.0 -0.1 -0.1
H 0.820 1.080 1.806 -0.3 -0.1 0.3
H 1.931 -1.770 0.041 -0.1 0.1 -0.1
H -2.372 0.123 1.328 0.0 0.3 0.0
H -1.408 -1.924 -1.029 0.5 0.2 0.0
H -0.590 -2.146 0.357 0.0 0.4 -0.3
H -2.419 0.890 -0.262 0.0 0.3 0.2
H 3.606 -0.187 -0.728 -0.2 0.0 0.0
```
Forces are in eV/Å.

## Properties
- SMILES string: CC(=O)O.C=CNN
- HOMO level: -7.51 eV
- LUMO energy: 0.735 eV
- M: 118.1 g mol⁻¹
- Gap between HOMO and LUMO: 8.250 eV
- Total energy: -11383.9057 eV

=====

The following is a DFT calculation (wB97M-V/def2-TZVPD) of an isolated molecule of C4H10N2O2 in a non-equilibrium geometry.

Structure (XYZ):
```
18
Properties=species:S:1:pos:R:3:forces:R:3
O 1.985 -1.295 0.772 0.1 0.8 0.0
O 0.854 2.613 -0.109 -0.4 -0.9 0.1
N -2.651 -0.035 0.051 1.0 -2.3 -0.7
N 0.023 1.762 0.360 -0.2 -4.5 -0.8
C 0.901 -0.073 -0.987 -0.3 -1.2 3.8
C -1.340 -0.346 0.605 1.3 4.9 2.9
C -0.144 0.369 -0.013 0.4 6.1 0.9
C 2.193 -0.234 -0.141 1.0 -3.9 -5.1
H -1.186 0.046 1.707 -1.1 -0.9 -1.6
H 2.233 -0.828 1.558 0.1 -0.6 1.4
H -1.040 -1.324 0.668 -0.2 -2.8 -0.2
H 2.364 0.679 0.256 0.9 2.8 1.7
H -0.467 2.065 1.216 -0.3 -0.2 -0.5
H 3.151 -0.552 -0.851 -2.4 1.0 1.6
H 0.967 0.624 -1.705 0.6 2.6 -2.7
H -2.475 -0.182 -0.933 -0.9 0.2 -0.3
H -3.108 0.835 0.198 0.4 0.8 0.4
H 0.564 -0.974 -1.379 -0.2 -1.8 -0.9
```
Forces are in eV/Å.

## Properties
- SMILES string: NC/C(CCO)=[NH+]/[O-]
- HOMO level (alpha / beta): -8.18 / -8.18 eV
- LUMO energy (alpha / beta): 0.432 / 0.433 eV
- M: 118.1 g mol⁻¹
- Gap between HOMO and LUMO (alpha / beta): 8.612 / 8.608 eV
- Total energy: -11381.0182 eV

=====

The following is a DFT calculation (wB97M-V/def2-TZVPD) of a 2-piece molecular cluster, C4H10N2O2 overall in a non-equilibrium geometry.

Structure (XYZ):
```
18
Properties=species:S:1:pos:R:3:forces:R:3
O -0.524 1.350 -1.663 -1.9 2.7 0.3
O -1.842 -0.201 1.734 2.0 -0.8 -0.3
N 0.344 -0.567 -1.317 0.1 0.0 1.6
N -0.507 -2.051 1.729 -0.4 0.9 -0.1
C 0.459 0.236 1.858 4.6 2.3 0.1
C -0.688 -0.661 1.740 -3.3 -1.3 1.2
C 1.671 1.348 -2.354 2.1 -0.1 -2.2
C 0.495 0.742 -1.749 -1.7 -1.6 0.0
H 0.671 0.787 0.879 -0.5 -0.8 1.2
H 1.533 -0.168 2.172 -2.4 0.1 -0.8
H -1.243 -2.726 1.821 -0.9 0.7 -0.1
H 1.820 1.053 -3.435 -0.5 -0.2 1.0
H -0.323 -0.574 -0.454 1.7 -0.6 -2.7
H 1.579 2.443 -2.460 0.0 -0.6 0.7
H 0.338 -2.548 1.749 1.7 0.2 0.1
H 0.364 1.090 2.596 -0.7 -1.2 -0.8
H 2.587 0.993 -1.883 0.2 0.5 0.2
H 1.123 -1.201 -1.402 -0.1 -0.2 0.6
```
Forces are in eV/Å.

## Properties
- SMILES string: CC(N)=O.CC(N)=O
- HOMO level: -9.66 eV
- LUMO energy: 0.596 eV
- M: 118.1 g mol⁻¹
- Gap between HOMO and LUMO: 10.253 eV
- Total energy: -11384.9939 eV

=====

The following is a DFT calculation (wB97M-V/def2-TZVPD) of an isolated molecule of C4H10N2O2 in a non-equilibrium geometry.

Structure (XYZ):
```
18
Properties=species:S:1:pos:R:3:forces:R:3
O 0.113 -1.969 2.326 0.9 1.4 -1.8
O 1.794 -1.453 0.953 0.8 1.7 -2.4
N 0.335 0.299 -0.455 -2.1 -2.5 -1.5
N -1.571 -0.227 1.135 0.3 -0.9 1.2
C -0.516 -0.661 0.297 2.6 -3.0 -0.6
C 0.532 -1.380 1.326 -2.4 -1.7 0.7
C 0.664 1.521 0.196 1.0 0.7 -2.6
C -0.115 0.394 -1.853 2.4 4.2 0.4
H -2.309 0.124 0.610 -1.6 0.8 -1.0
H -1.936 -1.034 1.697 0.8 1.1 -0.6
H -0.821 -1.575 -0.526 0.9 2.4 2.0
H 1.914 -0.890 0.057 -0.9 -1.4 2.5
H 0.079 2.350 -0.262 0.0 -0.2 1.4
H 0.022 -0.497 -2.369 0.5 -1.5 -0.9
H 0.647 1.239 1.188 -0.7 0.8 2.6
H 0.559 1.296 -2.284 -1.4 -2.3 0.4
H -1.120 0.731 -2.026 -0.9 0.2 0.4
H 1.729 1.733 -0.009 -0.3 0.2 -0.1
```
Forces are in eV/Å.

## Properties
- SMILES string: CN(C)[C@H](N)C(=O)O
- HOMO level: -9.13 eV
- LUMO energy: 0.572 eV
- M: 118.1 g mol⁻¹
- Gap between HOMO and LUMO: 9.706 eV
- Total energy: -11383.8582 eV